1) C6H15NO in the gas phase. Source: the Open Molecules 2025 dataset; level of theory: ωB97M-V/def2-TZVPD.

HOMO-LUMO gap (eV): 9.41
SMILES string: CCN(CC)CCO
E_LUMO (eV): 0.96

Structure (ORCA input):
```
! RIJCOSX wB97M-V def2-TZVPD def2/J DEFGRID3
* xyz 0 1
O -1.4749 0.8579 -3.1521
N 0.0111 -0.3007 -0.0038
C -0.3655 -0.3842 -1.4374
C -0.3339 -1.4741 0.8435
C -0.8365 1.0004 -1.8675
C -1.1040 -0.9515 2.0583
C 1.4163 0.1322 0.1517
C 1.5657 1.0817 1.3503
H 0.5687 -1.9140 1.2828
H -1.2644 -1.0252 -1.5926
H 2.4284 1.7244 1.1451
H 2.1392 -0.6864 0.1287
H 0.4623 -0.6624 -2.0851
H 0.0585 1.6142 -2.0402
H -0.5315 -0.3399 2.7632
H -1.7377 -0.0838 1.8214
H -1.7111 -1.7115 2.5556
H 1.6747 0.7314 -0.7295
H -1.5889 1.5325 -1.3109
H 1.6520 0.6003 2.3105
H 0.7033 1.7553 1.3893
H -0.8816 -2.2325 0.2945
H -0.8503 0.7357 -3.8758
*
```

=====

2) C6H15NO in the gas phase. Source: the Open Molecules 2025 dataset; level of theory: ωB97M-V/def2-TZVPD.

HOMO-LUMO gap (eV): 9.88
SMILES string: CCCCCNCO
E_LUMO (eV): 0.97

Structure (ORCA input):
```
! RIJCOSX wB97M-V def2-TZVPD def2/J DEFGRID3
* xyz 0 1
O -1.5632 2.2321 3.1784
N -1.5672 0.6461 1.4001
C -0.1633 0.7494 0.9668
C 0.7825 -1.1790 -3.1261
C -1.7904 0.8511 2.7982
C 0.0530 0.3555 -0.4857
C 0.9300 -0.8720 -0.6416
C 1.7598 -0.8763 -1.9189
H -0.9131 0.0155 -0.9101
H -0.6487 2.2700 3.5216
H 0.8292 -2.2484 -3.3313
H -1.9467 -0.2361 1.1023
H 1.1284 -0.6064 -3.9961
H 0.2334 1.2619 -1.0935
H 1.5007 -1.0238 0.3294
H 0.3108 -1.7665 -0.4741
H -0.2576 -1.1228 -2.8471
H -1.2557 0.1253 3.4757
H 0.1214 1.7387 1.3630
H -2.8735 0.8084 3.0417
H 2.1035 0.2240 -2.1313
H 0.5435 0.1650 1.6280
H 2.6833 -1.5119 -1.8493
*
```

=====

3) 2 unconnected molecules or ions with the total composition C6H15NO. Source: the Open Molecules 2025 dataset; level of theory: ωB97M-V/def2-TZVPD.

HOMO-LUMO gap (eV): 8.59
SMILES string: CCC(=CN)CC.O
E_LUMO (eV): 0.86

Structure (ORCA input):
```
! RIJCOSX wB97M-V def2-TZVPD def2/J DEFGRID3
* xyz 0 1
O -1.0479 -1.7752 -3.0738
N -1.2135 2.3364 -0.2954
C -1.1501 1.0394 0.2295
C 2.1956 0.0628 -0.8950
C 1.3261 0.8293 0.1097
C -0.1703 -1.1206 0.9216
C -0.0384 0.3235 0.4100
C -1.0100 -1.2104 2.2047
H 1.8839 0.8309 1.0605
H 0.7965 -1.5474 1.1863
H 3.1514 -0.2618 -0.4768
H -1.2163 -2.2547 2.4365
H -2.1352 0.6747 0.4760
H -1.6043 -1.0172 -2.8630
H 2.4478 0.6765 -1.7647
H -0.1949 -1.3664 -3.2957
H 1.4688 1.9162 0.0652
H -0.5681 -1.6693 0.0671
H -1.9229 2.9267 0.0983
H 1.6776 -0.8416 -1.2268
H -0.3225 2.7769 -0.4981
H -0.4312 -0.7046 2.9826
H -1.9222 -0.6240 2.1413
*
```

=====

4) 2 unconnected molecules or ions with the total composition C6H15NO. Source: the Open Molecules 2025 dataset; level of theory: ωB97M-V/def2-TZVPD.

HOMO-LUMO gap (eV): 10.80
SMILES string: CC(N)=O.CC(C)C
E_LUMO (eV): 0.80

Structure (ORCA input):
```
! RIJCOSX wB97M-V def2-TZVPD def2/J DEFGRID3
* xyz 0 1
O -1.8844 2.1558 2.1622
N 0.1194 2.3574 1.1543
C 0.1747 0.1758 -2.3305
C 1.1675 -0.8350 -0.1464
C -0.8004 1.6779 1.9237
C -0.0816 -0.5813 -1.0505
C -0.6452 -1.9867 -1.4009
C -0.3312 0.3691 2.5071
H 0.2006 -0.4272 -3.2378
H 0.9652 -1.6259 0.6109
H 1.1222 0.7225 -2.2867
H -1.3247 -1.8527 -2.2266
H -0.5486 0.4804 3.5906
H 1.9682 -1.3205 -0.7156
H -0.9073 -0.4963 2.1756
H -0.3677 3.1627 0.7851
H -0.6126 0.8953 -2.5402
H 1.5533 0.0811 0.3235
H 1.0073 2.0443 0.8240
H -0.7143 -0.0874 -0.3043
H 0.1728 -2.5628 -1.8341
H -0.9599 -2.5194 -0.5002
H 0.7269 0.1728 2.5165
*
```

=====

Which is most stable? The ranking, best first, is 4), 3), 1), 2).

=====

1) 2 unconnected molecules or ions with the total composition C6H15NO. Source: the Open Molecules 2025 dataset; level of theory: ωB97M-V/def2-TZVPD.

HOMO-LUMO gap (eV): 9.13
SMILES string: C/C=C/N.CCCO
E_LUMO (eV): 1.00

Structure (ORCA input):
```
! RIJCOSX wB97M-V def2-TZVPD def2/J DEFGRID3
* xyz 0 1
O 2.5208 -0.0175 -2.6476
N -0.2685 1.0277 1.9167
C -1.2809 -2.6628 1.5808
C 1.5313 0.1845 -1.6107
C -0.3365 1.7694 -0.9961
C 0.6434 1.3339 -2.0934
C -0.3585 -0.3691 1.9578
C -1.4457 -1.1388 1.6402
H 0.3134 2.0730 -0.1153
H -1.1654 1.5104 1.7679
H -2.0783 -3.2488 2.0739
H -2.3895 -0.7097 1.3749
H 0.5984 -0.8762 2.2770
H -0.2694 -2.8592 1.9701
H -1.0169 0.9312 -0.7081
H 0.1386 1.0025 -2.9891
H -1.0045 2.5446 -1.4260
H 2.6064 -0.9307 -2.8400
H 1.3781 2.1745 -2.2925
H 2.0452 0.5652 -0.6826
H -1.2920 -3.0462 0.5539
H 0.9332 -0.7120 -1.4040
H 0.1974 1.4543 2.6920
*
```

=====

2) C6H15NO in the gas phase. Source: the Open Molecules 2025 dataset; level of theory: ωB97M-V/def2-TZVPD.

HOMO-LUMO gap (eV): 9.61
SMILES string: CCC[C@@H](CO)NC
E_LUMO (eV): 0.93

Structure (ORCA input):
```
! RIJCOSX wB97M-V def2-TZVPD def2/J DEFGRID3
* xyz 0 1
O -2.2180 -1.9108 1.0648
N 1.1341 -0.5214 1.2287
C -0.7125 0.5762 -0.2808
C -0.7978 -1.8456 0.5401
C -0.3456 -0.4031 0.8495
C 0.3398 1.6689 -2.4357
C -0.1396 0.2715 -1.7601
C 1.6417 0.5140 2.2005
H 1.6322 -0.0156 3.1800
H 1.3177 1.6539 -2.6925
H 1.7234 -0.5578 0.4382
H -0.2971 -2.6698 0.9749
H -0.8710 -0.3825 -2.3096
H -1.8467 0.6188 -0.3030
H -0.9181 -0.1907 1.8893
H 1.1118 1.4532 2.2608
H -0.2975 1.6914 -3.3252
H 0.1934 2.4291 -1.6387
H -2.8990 -1.9152 0.4191
H -0.4155 1.4425 0.0065
H -0.7301 -2.1116 -0.4515
H 2.7597 0.6409 1.9336
H 0.6347 -0.4363 -1.7889
*
```

=====

3) 2 unconnected molecules or ions with the total composition C6H15NO. Source: the Open Molecules 2025 dataset; level of theory: ωB97M-V/def2-TZVPD.

HOMO-LUMO gap (eV): 9.46
SMILES string: C=C(C)C[C@H](C)N.O
E_LUMO (eV): 0.72

Structure (ORCA input):
```
! RIJCOSX wB97M-V def2-TZVPD def2/J DEFGRID3
* xyz 0 1
O 4.0684 2.6830 -0.5234
N -0.9977 -1.3436 -1.5826
C 0.6131 1.6491 -0.3475
C -0.4592 0.8914 0.4280
C -1.2038 -1.5672 -0.0975
C -0.7703 -3.0041 0.3350
C -1.4971 1.5500 1.0201
C -0.2694 -0.5185 0.7286
H -0.3727 -0.7254 1.7988
H -1.6562 2.5896 1.0442
H -0.0327 -1.3813 -1.8237
H 0.0519 2.3371 -0.9321
H 3.1437 2.5937 -0.6532
H 0.6936 -0.8016 0.2768
H -1.3951 -0.5113 -2.0405
H -2.2933 0.8959 1.2527
H 1.2343 1.1597 -1.0009
H -1.3096 -3.7422 -0.3258
H 0.2182 -3.2498 0.2009
H -2.2614 -1.3918 0.1656
H 1.1980 2.2581 0.2666
H -0.8778 -3.0145 1.4121
H 4.1751 2.6439 0.3980
*
```

=====

Which is most stable? The ranking, best first, is 1), 3), 2).

=====

1) C6H15NO in the gas phase. Source: the Open Molecules 2025 dataset; level of theory: ωB97M-V/def2-TZVPD.

HOMO-LUMO gap (eV): 9.97
SMILES string: NCCCCCCO
E_LUMO (eV): 0.96

Structure (ORCA input):
```
! RIJCOSX wB97M-V def2-TZVPD def2/J DEFGRID3
* xyz 0 1
O 0.4306 3.7197 -1.3836
N -1.5362 -2.8365 1.3200
C 1.1042 1.4632 -0.9150
C -0.0081 0.4194 -0.8871
C -0.3537 -0.1196 0.5062
C 0.6623 2.8038 -0.2663
C 0.4506 -1.4119 0.8274
C -0.3764 -2.6279 0.4546
H -0.2064 0.6112 1.3027
H 0.2260 -3.5393 0.4968
H 1.8549 1.0739 -0.2110
H -0.4189 3.4605 -1.7328
H -0.2623 2.7281 0.3045
H 1.3359 -1.3778 0.1896
H 1.4401 3.2822 0.3204
H -1.4157 -0.3633 0.4507
H -2.3178 -3.2703 0.8649
H -0.9087 0.6778 -1.4491
H 1.5876 1.7023 -1.8532
H 0.4167 -0.4155 -1.4525
H -0.7165 -2.5167 -0.5822
H -1.7895 -2.0112 1.8370
H 0.8012 -1.4521 1.8579
*
```

=====

2) 3 unconnected molecules or ions with the total composition C6H15NO. Source: the Open Molecules 2025 dataset; level of theory: ωB97M-V/def2-TZVPD.

HOMO-LUMO gap (eV): 3.62
E_LUMO (eV): -3.37

Structure (ORCA input):
```
! RIJCOSX wB97M-V def2-TZVPD def2/J DEFGRID3
* xyz 0 1
O -2.0155 2.5760 -1.0626
N -0.3195 -0.1887 -0.4918
C 0.2379 0.1920 1.8818
C 0.4791 0.5840 0.4901
C -0.3302 0.5222 -1.7302
C 1.5552 -1.9721 1.6483
C 0.8956 -0.9842 2.3001
C -1.7269 -0.4136 -0.0532
H 1.9403 -1.0343 -2.7936
H 0.2360 1.6488 0.3291
H 0.7116 0.8125 -1.9487
H -2.4544 3.4300 -1.1626
H -1.7310 -1.0790 0.8125
H -0.8737 1.4762 -1.4979
H 1.8649 -2.8966 2.1101
H 2.4565 -0.7859 -2.3266
H -2.1917 -1.0184 -0.8348
H 1.8160 -1.8225 0.6036
H -2.1953 0.5675 0.0789
H -0.7700 0.0901 -2.6348
H 1.5277 0.4936 0.1901
H -0.0085 0.8583 2.6960
H 0.8958 -1.0562 3.3961
*
```

=====

Which is most stable? The ranking, best first, is 1), 2).